(1)
# C4H12NO

A cluster of 2 separate species, C4H12NO in total (wB97M-V/def2-TZVPD, OMol25).

The largest force on an atom comes out at 5.360 eV/A. The total charge is +1. Its energy above the lowest of the compared OMol25 structures with the same formula, charge and spin is 62.0 kcal/mol. Its energy is -7871.6036 eV.

The geometry in XYZ format:
```
18
Properties=species:S:1:pos:R:3:forces:R:3:nbo_charge:R:1
H 0.197 1.025 -0.565 0.23 -0.44 0.65 0.24
H -2.070 -0.941 -1.044 -0.49 0.49 1.23 0.22
H -0.291 0.081 0.910 -0.78 0.12 0.18 0.25
H 2.112 -0.939 0.309 1.16 -1.76 -1.37 0.42
O -2.565 1.544 0.942 -2.00 -0.33 -1.28 -0.94
C 0.311 0.091 0.022 0.25 -0.64 -0.97 -0.23
C -1.227 -1.384 -1.510 -0.50 0.42 -2.71 -0.64
H -1.378 -0.985 -2.577 0.94 -0.46 1.36 0.23
C 2.573 0.861 0.969 -3.32 -3.43 -1.10 0.17
H -1.464 -2.426 -1.586 -0.02 -0.64 -0.04 0.24
C 0.116 -1.200 -0.874 0.20 0.76 2.36 -0.39
H -3.482 1.794 1.214 1.14 0.06 0.50 0.48
H 3.612 0.787 0.758 0.84 -0.53 0.44 0.23
H 2.160 1.537 1.674 -0.38 1.57 -0.30 0.23
H 0.298 -1.968 -0.100 -0.37 -0.27 -0.46 0.20
H 0.967 -1.287 -1.529 0.10 0.15 -0.71 0.22
N 1.724 -0.063 0.472 2.08 4.70 1.51 -0.39
H -2.850 1.205 0.056 0.92 0.23 0.73 0.46
```
Forces are in eV/Å.

---

(2)
# C4H12NO2

A cluster of 2 separate species, C4H12NO2 in total (wB97M-V/def2-TZVPD, OMol25).

The largest force on an atom comes out at 1.174 eV/A. The total charge is -1. Its energy above the lowest of the compared OMol25 structures with the same formula, charge and spin is 10.3 kcal/mol. Its energy is -9927.7783 eV.

The geometry in XYZ format:
```
19
Properties=species:S:1:pos:R:3:forces:R:3:nbo_charge:R:1
H 0.622 -1.725 -1.177 -0.29 0.58 0.02 0.20
O -1.758 0.053 -0.240 -0.31 0.34 0.19 -0.95
H -3.176 0.633 0.077 0.09 -0.17 0.06 0.51
H 2.525 -0.949 -2.176 -0.35 0.09 0.04 0.35
C 0.991 -0.427 0.577 -0.45 -1.04 -0.32 -0.42
H -4.385 0.392 1.038 0.03 -0.06 0.03 0.44
H 0.534 0.987 -1.032 0.32 -0.11 -0.03 0.19
H 1.549 -2.396 0.082 0.19 -0.09 0.10 0.15
H -1.157 1.055 1.471 0.06 0.05 0.14 0.09
N 2.628 -1.161 -1.197 0.63 -0.20 -0.35 -0.87
H 0.194 -0.963 1.095 -0.39 0.31 0.20 0.22
C -1.038 1.048 0.364 0.14 -0.60 -0.41 -0.02
C 0.463 0.893 0.054 -0.37 0.45 0.52 -0.44
C 1.399 -1.456 -0.462 0.59 -0.50 0.04 -0.20
H -1.328 2.062 0.032 -0.07 0.22 -0.01 0.10
O -4.053 1.052 0.427 -0.11 0.05 -0.15 -1.04
H 0.987 1.722 0.533 0.25 0.24 -0.15 0.17
H 3.216 -0.450 -0.791 -0.21 0.08 0.23 0.35
H 1.787 -0.367 1.326 0.25 0.36 -0.17 0.17
```
Forces are in eV/Å.

---

(3)
# C4H12NO2

A cluster of 2 separate species, C4H12NO2 in total (wB97M-V/def2-TZVPD, OMol25).

The largest force on an atom comes out at 2.249 eV/A. The total charge is -1. Its energy above the lowest of the compared OMol25 structures with the same formula, charge and spin is 21.5 kcal/mol. Its energy is -9927.2900 eV.

The geometry in XYZ format:
```
19
Properties=species:S:1:pos:R:3:forces:R:3:nbo_charge:R:1
H -0.320 -1.833 0.144 0.40 -0.46 0.22 0.32
H 0.862 0.549 -0.737 -0.54 0.74 0.03 0.16
H 0.254 0.085 1.657 -0.24 0.10 0.26 0.19
N 0.475 -1.408 -0.349 -1.68 0.57 -0.21 -0.90
H 2.847 -2.067 0.644 -0.62 -0.32 0.16 0.48
H -0.600 2.326 2.146 0.86 -0.20 -0.36 0.19
H 3.401 -1.107 -0.300 0.15 -0.12 -0.14 0.47
H -1.893 2.142 1.149 -0.01 -0.28 -0.55 0.20
H -1.398 -0.285 1.210 -0.37 0.33 0.10 0.19
C -0.572 0.393 1.000 2.17 0.11 -0.57 -0.43
H -0.400 2.434 0.312 0.38 0.30 0.19 0.22
O 3.684 -1.860 0.233 0.32 0.44 -0.13 -0.96
H 0.205 -1.678 -1.313 0.59 -0.08 -0.20 0.40
O -0.862 -0.460 -2.621 -0.33 -0.30 -0.12 -0.96
H -2.084 -0.413 -0.938 -0.36 -0.20 0.22 0.07
C -0.819 1.899 1.155 -1.72 -0.14 0.62 -0.62
C -0.044 0.018 -0.418 -0.71 -0.95 0.83 -0.07
H -1.503 1.183 -1.522 -0.13 -0.34 0.11 0.07
C -1.234 0.080 -1.452 1.83 0.81 -0.45 -0.03
```
Forces are in eV/Å.

---

(4)
# C4H12NO2

A structure of composition C4H12NO2 (wB97M-V/def2-TZVPD, OMol25).

The largest force on an atom comes out at 4.780 eV/A. The total charge is -1. Its energy above the lowest of the compared OMol25 structures with the same formula, charge and spin is 44.1 kcal/mol. Its energy is -9926.3105 eV.

The geometry in XYZ format:
```
19
Properties=species:S:1:pos:R:3:forces:R:3:nbo_charge:R:1
C 0.174 0.041 -1.018 -2.39 -0.01 -0.48 0.01
H 0.260 -0.258 2.352 0.60 -0.22 0.32 0.48
C -0.937 0.160 0.195 0.29 -2.24 -2.53 -0.47
O -0.773 -1.013 2.363 -1.30 1.14 1.04 -0.87
H 0.500 1.313 -2.699 0.94 0.81 -1.26 0.20
H -1.211 1.072 -2.388 -2.15 -0.69 -1.24 0.20
C -0.275 1.229 -2.001 2.01 -0.87 4.25 -0.63
H 1.565 -0.903 1.965 0.25 1.19 0.52 0.42
H -0.100 -1.766 0.679 -0.99 0.57 -0.41 0.06
O 1.377 0.043 2.193 -0.12 -1.29 0.12 -1.10
H -1.879 0.251 -0.349 -0.24 0.47 0.18 0.17
H -1.899 -1.933 0.766 1.30 2.32 0.48 0.09
H 0.128 -0.953 -1.629 -0.58 1.39 1.32 0.16
N 1.529 0.168 -0.609 0.42 -1.36 -1.41 -0.88
H -0.404 2.045 -1.253 0.52 0.16 -1.04 0.20
H 1.862 1.091 -0.518 0.23 0.85 0.81 0.36
H 1.811 -0.492 0.115 -0.29 1.03 -0.12 0.39
H -0.718 1.015 0.789 0.21 0.70 0.45 0.22
C -1.011 -1.110 1.045 1.30 -3.93 -1.01 0.00
```
Forces are in eV/Å.

---

(5)
# C4H12NO2

A structure of composition C4H12NO2 (wB97M-V/def2-TZVPD, OMol25).

The largest force on an atom comes out at 2.211 eV/A. The total charge is -1. Its energy above the lowest of the compared OMol25 structures with the same formula, charge and spin is 18.9 kcal/mol. Its energy is -9927.4062 eV.

The geometry in XYZ format:
```
19
Properties=species:S:1:pos:R:3:forces:R:3:nbo_charge:R:1
C -0.243 -0.137 2.009 0.19 0.12 0.58 -0.42
H 1.460 -1.695 0.319 0.19 0.00 0.00 0.35
N 1.695 -0.792 0.724 -0.10 -0.89 0.05 -0.86
H -0.719 -1.253 -0.542 -0.90 0.07 0.61 0.12
H 0.663 0.782 3.803 0.29 0.29 0.00 0.20
H -1.290 0.479 -0.137 -0.60 -0.16 -1.18 0.12
H -0.942 0.692 -4.194 0.12 0.27 -0.13 0.41
C 0.489 0.048 0.670 0.59 0.33 -0.53 -0.07
H 0.171 -1.060 2.408 0.14 -0.04 0.26 0.21
H -0.568 -0.065 -2.609 -0.16 0.33 -0.77 0.50
O 0.136 0.062 -1.736 -0.02 0.72 0.67 -0.83
H -1.084 1.049 3.609 0.32 -0.27 0.27 0.19
H -1.301 -0.377 1.934 -0.24 0.24 -0.69 0.19
O -1.274 -0.057 -3.704 -0.22 -0.48 0.32 -1.20
H 2.462 -0.429 0.184 -0.12 0.19 -0.41 0.36
H -0.070 1.969 2.621 0.61 -0.12 0.00 0.20
C -0.485 -0.172 -0.536 1.87 -0.67 0.97 -0.04
H 0.943 1.039 0.478 -0.79 0.13 0.55 0.18
C -0.120 0.977 3.082 -1.17 -0.06 -0.59 -0.61
```
Forces are in eV/Å.

---

(6)
# C4H12NO2

A cluster of 3 separate species, C4H12NO2 in total (wB97M-V/def2-TZVPD, OMol25).

Its spin multiplicity is 2. The largest force on an atom comes out at 1.811 eV/A. The total charge is -2. Its energy above the lowest of the compared OMol25 structures with the same formula, charge and spin is 76.7 kcal/mol. Its energy is -9920.7004 eV.

The geometry in XYZ format:
```
19
Properties=species:S:1:pos:R:3:forces:R:3:nbo_charge:R:1
O 3.148 0.686 1.242 0.71 0.47 0.25 -1.06
H -3.953 0.193 0.064 -0.07 -0.02 0.00 0.14
H -2.638 1.299 0.458 0.06 0.14 0.06 0.10
C -2.901 0.217 0.383 -0.09 0.47 -0.50 -0.41
H -0.351 -1.611 -0.135 0.35 0.02 -0.13 0.16
H 2.905 0.116 0.426 -0.50 -0.62 0.21 0.51
H 2.113 0.532 -1.874 0.22 0.35 -0.60 0.08
C -0.726 -0.581 -0.127 -1.04 -0.07 -0.91 -0.20
H -2.878 -0.147 1.436 0.06 0.00 0.03 0.14
H -0.379 1.021 -1.479 0.49 -0.17 -0.37 0.17
C 1.535 -0.296 -1.440 -1.04 -0.35 0.30 -0.02
H -0.267 -0.232 2.124 -0.23 0.19 0.21 -0.32
H 0.649 0.983 -0.024 0.14 0.37 -0.35 0.19
H -0.663 -0.217 1.070 0.41 -0.63 0.04 0.11
O 2.255 -0.975 -0.504 0.36 0.17 -0.12 -0.96
H 2.815 0.172 1.984 -0.24 0.01 -0.31 0.45
H 1.180 -0.962 -2.262 0.18 0.05 -0.25 0.08
C 0.255 0.372 -0.853 -0.03 0.25 1.79 -0.47
N -2.101 -0.569 -0.489 0.26 -0.63 0.64 -0.70
```
Forces are in eV/Å.

---

(7)
# C4H12NO2

A cluster of 2 separate species, C4H12NO2 in total (wB97M-V/def2-TZVPD, OMol25).

Its spin multiplicity is 2. The largest force on an atom comes out at 4.389 eV/A. The total charge is 0. Its energy above the lowest of the compared OMol25 structures with the same formula, charge and spin is 40.1 kcal/mol. Its energy is -9923.8803 eV.

The geometry in XYZ format:
```
19
Properties=species:S:1:pos:R:3:forces:R:3:nbo_charge:R:1
C 1.353 -1.301 1.230 1.00 -1.61 -1.45 -0.63
H 0.986 -0.831 2.098 0.14 0.52 1.45 0.23
C -0.860 -0.463 0.146 0.26 -2.04 -0.66 -0.39
H -1.171 1.493 0.200 0.02 0.50 1.88 0.16
H 0.864 0.563 -0.072 1.33 0.24 0.86 0.19
C -1.353 0.760 1.045 -0.77 -1.14 -0.74 -0.13
H -2.485 0.612 1.229 1.66 0.35 -0.27 0.19
N 1.281 -1.039 -1.347 -3.42 2.37 1.39 -0.85
C 0.730 -0.505 0.046 -0.03 -1.21 -2.07 -0.05
H -1.115 2.367 -1.475 0.41 1.39 -0.63 0.46
O -0.620 0.789 2.206 -0.68 0.37 -1.43 -0.28
H 0.529 -1.544 -1.779 -0.41 -0.19 -0.37 0.34
O -0.838 3.256 -1.823 -0.91 -1.20 1.08 -0.93
H 2.013 -1.667 -1.323 1.95 -1.41 0.86 0.36
H -1.336 -0.254 -0.890 0.78 -0.58 1.62 0.22
H 0.922 -2.386 1.271 0.68 1.86 -0.42 0.21
H -1.197 -1.474 0.541 0.02 1.25 -0.46 0.21
H -0.236 3.050 -2.527 0.52 -0.15 -0.58 0.47
H 2.535 -1.429 1.224 -2.57 0.66 -0.06 0.22
```
Forces are in eV/Å.

---

(8)
# C4H12NO2

A cluster of 2 separate species, C4H12NO2 in total (wB97M-V/def2-TZVPD, OMol25).

Its spin multiplicity is 2. The largest force on an atom comes out at 1.199 eV/A. The total charge is 0. Its energy above the lowest of the compared OMol25 structures with the same formula, charge and spin is 51.9 kcal/mol. Its energy is -9923.3690 eV.

The geometry in XYZ format:
```
19
Properties=species:S:1:pos:R:3:forces:R:3:nbo_charge:R:1
N -2.903 -0.070 2.114 0.01 -0.51 -0.39 -1.12
H 3.353 -0.424 -1.993 -0.05 0.16 -0.40 0.18
C 2.658 0.248 -1.508 0.20 0.55 0.99 0.11
C -0.927 -0.634 0.740 -0.58 -0.78 0.16 -0.09
H 2.211 1.462 -3.089 -0.30 0.18 -0.18 0.22
C 2.024 1.278 -2.046 0.34 -0.87 -0.10 -0.49
H 1.317 1.858 -1.470 0.10 0.21 -0.05 0.22
H -3.015 -0.722 0.093 0.00 -0.04 -0.08 0.22
O 2.545 -0.016 -0.143 -0.45 0.22 -0.68 -0.72
H 0.529 -0.321 -0.517 0.05 -0.10 0.09 0.50
H 3.256 -0.605 0.087 0.20 -0.39 0.33 0.49
H -3.941 0.072 2.153 0.00 0.03 -0.08 0.32
C -2.356 -0.110 0.696 0.27 0.80 0.85 -0.29
H -0.348 -0.114 1.504 0.12 0.25 -0.17 0.18
H -0.986 -1.686 1.062 0.17 0.07 -0.02 0.16
H -2.359 0.929 0.369 -0.11 -0.11 -0.29 0.21
H -2.711 -0.985 2.582 -0.12 0.01 0.18 0.32
O -0.406 -0.545 -0.560 0.05 0.22 -0.16 -0.73
H -2.466 0.684 2.697 0.09 0.09 -0.01 0.30
```
Forces are in eV/Å.

---

(9)
# C4H12NO2

A cluster of 3 separate species, C4H12NO2 in total (wB97M-V/def2-TZVPD, OMol25).

Its spin multiplicity is 2. The largest force on an atom comes out at 4.408 eV/A. The total charge is 0. Its energy above the lowest of the compared OMol25 structures with the same formula, charge and spin is 28.2 kcal/mol. Its energy is -9924.3985 eV.

The geometry in XYZ format:
```
19
Properties=species:S:1:pos:R:3:forces:R:3:nbo_charge:R:1
H 0.886 -2.940 1.963 -0.05 0.27 -0.05 0.46
H -2.409 1.823 1.216 0.48 -0.17 -0.27 0.22
H -0.837 1.246 1.792 0.21 -0.42 0.78 0.24
H 1.329 1.461 0.856 0.61 0.13 0.49 0.16
O 1.267 -1.719 -1.530 0.34 -1.04 -1.03 -0.94
C 1.187 0.406 0.692 1.12 1.86 1.32 -0.29
H -0.155 -2.771 0.868 0.60 0.70 0.42 0.47
H 1.961 -0.316 0.768 0.41 -0.27 0.14 0.18
H -1.913 2.158 -1.883 -0.50 0.14 -0.39 0.21
H 1.046 -2.317 -2.262 0.05 0.31 0.25 0.48
H -0.915 0.583 -2.263 0.27 0.23 -0.89 0.20
H 2.086 -2.075 -1.170 -0.01 0.09 0.17 0.49
C -0.937 1.137 -0.305 2.32 -0.45 0.09 0.21
O 0.513 -2.262 1.380 -0.51 -1.38 -0.17 -0.93
C -1.316 1.823 1.039 -0.83 0.61 -1.43 -0.68
C -1.237 1.377 -1.623 0.05 -0.81 3.28 -0.51
N 0.116 0.121 -0.017 -3.64 0.03 -2.48 -0.61
H 0.335 -0.604 -0.711 -0.98 0.60 0.26 0.42
H -1.006 2.874 1.190 0.09 -0.44 -0.51 0.22
```
Forces are in eV/Å.

---

(10)
# C4H12NO2

A cluster of 2 separate species, C4H12NO2 in total (wB97M-V/def2-TZVPD, OMol25).

The largest force on an atom comes out at 3.941 eV/A. The total charge is +1. Its energy above the lowest of the compared OMol25 structures with the same formula, charge and spin is 50.8 kcal/mol. Its energy is -9920.0284 eV.

The geometry in XYZ format:
```
19
Properties=species:S:1:pos:R:3:forces:R:3:nbo_charge:R:1
C -1.139 -0.879 0.964 2.34 0.16 -0.61 0.46
N 1.494 0.161 0.085 1.43 -2.60 1.15 -0.73
H 1.482 1.105 -0.176 0.62 1.70 -1.56 0.43
C -0.267 -0.890 -1.330 0.11 3.22 -2.27 -0.43
H 1.560 -1.959 -0.566 0.01 0.73 0.03 0.25
H 0.731 0.199 0.793 0.14 -0.99 0.26 0.47
H -1.024 0.955 -0.108 1.02 -0.58 -0.53 0.25
O -0.385 2.291 1.387 -0.64 0.21 -0.60 -0.99
H -0.835 -1.789 -1.474 0.56 -0.86 -0.48 0.25
H -1.856 -1.633 1.142 -1.45 -0.76 0.47 0.16
H 2.347 -0.053 0.665 -0.88 0.49 -0.94 0.44
H -0.169 2.718 2.229 -0.48 0.14 -0.35 0.51
H 1.813 -0.679 -1.837 0.57 -0.26 -0.36 0.24
O -0.123 -0.881 1.658 -1.74 0.17 0.05 -0.54
C 1.253 -0.984 -0.978 -1.67 1.41 1.26 -0.21
H -2.175 -0.032 -0.769 0.05 -0.70 -0.04 0.26
H -0.332 -0.215 -2.319 0.07 -1.91 1.84 0.24
H -1.215 2.673 0.997 1.26 -0.10 1.09 0.50
C -1.162 -0.109 -0.361 -1.32 0.54 1.59 -0.55
```
Forces are in eV/Å.